[1]
17
Properties=species:S:1:pos:R:3:forces:R:3 method="wB97M-V/def2-TZVPD" e_tot_ha=-309.66420 charge=0 fmax_ha_per_bohr=0.01769 homo_energy_ev=-8.326 e_above_lowest_kcal_mol=111.8
H -0.0245 -1.9036 -0.1577 0.064 -0.020 0.084
H 1.4565 1.1700 1.5719 -0.116 -0.020 -0.124
H -0.6367 0.2715 -2.6613 0.009 -0.012 0.099
H 0.5512 2.0213 -0.3730 -0.061 -0.023 0.075
C 0.0293 -0.6229 1.6716 -0.102 -0.056 0.124
H 0.3491 -0.8078 2.7010 -0.124 -0.017 -0.151
O -0.8858 0.5557 -0.6246 -0.537 -0.324 0.592
H -2.3088 0.4686 -2.1052 0.192 -0.038 0.344
H -1.0475 -0.4387 1.6379 0.171 -0.008 0.030
C 1.7539 -0.6824 0.2810 -0.077 -0.078 0.591
H 1.0340 -2.5709 1.1008 -0.033 0.081 -0.180
C 0.6267 -1.6414 0.6833 0.001 -0.164 -0.157
C 0.4200 0.9331 -0.3399 0.443 0.346 -0.715
H 1.1201 0.5521 -1.1264 -0.293 0.025 -0.151
H -1.2325 1.8697 -2.1893 0.021 -0.032 0.082
C -1.2789 0.8000 -1.9430 0.061 0.266 -0.801
C 0.9510 0.3922 0.9958 0.382 0.075 0.259

---

[2]
17
Properties=species:S:1:pos:R:3:forces:R:3 method="wB97M-V/def2-TZVPD" smiles="C/C=C/CCC=O" e_tot_ha=-309.81601 charge=0 fmax_ha_per_bohr=0.02574 homo_energy_ev=-9.453 e_above_lowest_kcal_mol=16.5
C 0.0219 -0.3180 0.6268 0.799 -0.323 -0.061
O -2.4903 0.8043 -3.2570 -0.036 0.105 -0.034
H -0.2324 -1.3461 0.3794 -0.152 0.021 -0.247
C -0.8665 0.2367 -1.6016 -0.459 -1.240 0.063
C 1.7502 -1.2611 2.1955 -0.987 -0.445 0.646
C -1.5512 1.1374 -2.5857 0.318 -0.078 0.195
H -1.4860 -0.6610 -1.4877 -0.237 0.199 -0.074
H 1.3688 -2.2161 1.8315 0.406 -0.152 -0.086
H -1.1071 2.1438 -2.6761 -0.071 0.244 -0.103
C 0.9571 -0.1695 1.5530 0.396 0.714 0.413
H 2.8228 -1.1678 2.0678 0.127 0.026 -0.419
H -1.5233 1.0499 0.2567 -0.270 0.409 -0.044
C -0.5816 0.7766 -0.2093 -0.164 -0.270 0.233
H 1.6091 -1.2846 3.2842 -0.090 0.151 -0.097
H 0.0778 1.6409 -0.2456 -0.014 0.130 0.139
H 0.0312 -0.1963 -2.0483 0.351 0.456 -0.166
H 1.1996 0.8309 1.9165 0.084 0.055 -0.358

---

[3]
17
Properties=species:S:1:pos:R:3:forces:R:3 method="wB97M-V/def2-TZVPD" e_tot_ha=-309.63092 charge=0 fmax_ha_per_bohr=0.00587 homo_energy_ev=-8.021 e_above_lowest_kcal_mol=132.7
H 0.5931 1.0791 -0.9161 0.134 -0.112 0.015
C -2.1202 1.6404 0.7005 0.033 -0.095 0.191
C -2.3622 0.4882 1.3136 -0.031 0.145 -0.184
H -3.3161 -0.0117 1.2052 -0.047 -0.003 0.008
H -0.6690 -0.9273 -0.8531 0.035 -0.092 0.087
H -1.6177 -0.0335 1.9036 -0.037 0.141 -0.054
H 3.0012 -0.8225 -1.2116 -0.221 0.051 0.019
C 1.1976 -1.5731 -0.1520 0.082 -0.229 0.064
O 0.8126 -0.3424 0.6210 0.016 0.089 0.246
H -2.8580 2.1488 0.0871 0.022 -0.116 0.070
H -1.1616 2.1348 0.8102 0.012 0.022 -0.014
C 1.3882 0.4842 -0.4613 0.003 0.213 -0.118
C 1.9103 -0.7350 -1.2238 -0.023 -0.011 -0.104
H 1.5376 -0.8880 -2.2399 0.054 0.058 0.199
H 2.1512 1.1308 -0.0224 -0.105 -0.093 -0.085
H 1.7729 -2.2951 0.4261 -0.101 0.028 -0.094
C -0.2598 -1.4776 0.0130 0.173 0.004 -0.247

---

[4]
17
Properties=species:S:1:pos:R:3:forces:R:3 method="wB97M-V/def2-TZVPD" e_tot_ha=-309.73621 charge=0 fmax_ha_per_bohr=0.00949 homo_energy_ev=-7.776 e_above_lowest_kcal_mol=66.6
C -1.0853 0.2936 0.6082 0.180 0.177 0.085
C -0.0180 -2.0490 0.9294 0.006 -0.052 0.036
H 1.3675 -0.7330 -1.3039 -0.092 0.182 0.122
H -0.7251 -2.1759 1.7560 0.100 0.056 -0.132
H 0.4981 1.6232 0.2742 -0.135 -0.026 -0.103
H 0.9937 -2.1262 1.3500 -0.122 0.032 -0.065
C -0.1791 0.9388 -1.4382 0.259 0.032 0.053
H -0.1514 -2.9024 0.2539 0.036 0.146 0.084
H 0.4696 1.6434 -1.9598 -0.083 -0.076 0.016
H -0.9342 0.5366 -2.1286 0.093 0.025 0.129
H -1.5408 2.2957 -0.1797 0.146 -0.160 0.016
C -0.2390 -0.7365 0.2313 0.119 0.106 -0.052
C -0.8251 1.4754 -0.1527 -0.254 0.014 0.031
C 0.5770 -0.1825 -0.7992 -0.316 -0.320 -0.189
O 1.6840 1.1475 0.1271 -0.121 -0.176 0.257
H 1.8590 0.6947 0.9620 0.098 0.071 -0.111
H -1.7511 0.2566 1.4699 0.086 -0.031 -0.178

---

Frontier orbital gap (eV)
8.88 10.49 8.95 8.37
LUMO (eV)
0.552 1.037 0.925 0.595